(1)
The following is a quantum chemistry calculation of the molecule C22H24FN5O4 at a distorted geometry, from OMol25.

```
56
Properties=species:S:1:pos:R:3
C -9.085 -0.958 0.334
C -7.638 -0.654 0.177
C -6.634 -0.660 1.101
C -5.439 -0.291 0.424
C -4.112 -0.112 0.806
F -3.743 -0.309 2.089
C -3.169 0.270 -0.133
O -1.854 0.367 0.294
C -1.106 1.413 -0.059
N -1.608 2.417 -0.744
C -0.782 3.438 -1.027
N 0.469 3.554 -0.712
N 0.981 2.534 -0.021
C 2.242 2.411 0.420
C 2.339 1.194 1.088
O 3.416 0.643 1.717
C 4.682 1.176 1.422
C 5.127 0.859 -0.019
C 6.569 1.271 -0.267
O 5.014 -0.554 -0.200
C 3.926 -1.015 -0.804
O 3.079 -0.328 -1.317
C 3.887 -2.541 -0.802
C 4.128 -3.078 0.606
N 4.940 -3.011 -1.693
C 1.088 0.559 1.059
C 0.752 -0.769 1.640
C 0.245 1.411 0.356
C -3.538 0.467 -1.469
C -4.842 0.305 -1.880
C -5.785 -0.070 -0.932
N -7.125 -0.300 -1.046
H -9.373 -1.796 -0.301
H -9.300 -1.214 1.367
H -9.691 -0.097 0.053
H -6.722 -0.895 2.142
H -1.214 4.255 -1.584
H 2.966 3.175 0.222
H 4.711 2.260 1.587
H 5.361 0.684 2.122
H 4.448 1.348 -0.730
H 7.228 0.745 0.417
H 6.680 2.342 -0.119
H 6.855 1.022 -1.285
H 2.873 -2.823 -1.142
H 5.144 -2.843 0.907
H 3.433 -2.623 1.306
H 3.992 -4.157 0.622
H 4.947 -4.025 -1.717
H 4.785 -2.675 -2.638
H 1.427 -0.989 2.464
H 0.861 -1.548 0.884
H -0.276 -0.781 1.994
H -2.777 0.756 -2.174
H -5.119 0.462 -2.911
H -7.660 -0.219 -1.893
```

Calculated values
strongest force on any atom = 1.27 eV/Å
LUMO energy = 0.0295 Eh
HOMO energy = -7.797 eV
relative energy (zero: lowest compared OMol25 entry of this formula, charge and spin) = 15.8 kJ/mol
multiplicity = 1
SMILES = Cc1cc2c(F)c(Oc3ncnn4cc(OC[C@@H](C)OC(=O)[C@H](C)N)c(C)c34)ccc2[nH]1
energy = -41561.063 eV
frontier orbital gap = 8.60 eV

(2)
The following is a quantum chemistry calculation of a structure of composition C22H24FeN2O5S at a distorted geometry, from OMol25.

```
55
Properties=species:S:1:pos:R:3
Fe -1.206 0.364 -1.680
C 0.683 2.408 5.668
C 0.653 2.422 4.154
C -0.398 1.847 3.426
C -0.395 1.864 2.033
C 0.689 2.384 1.354
C 1.736 2.984 2.030
C 1.712 2.990 3.422
S 0.712 2.162 -0.442
O 1.897 2.794 -0.948
O -0.641 2.480 -0.933
N 0.578 0.528 -0.676
C 1.654 -0.301 -0.740
C 2.975 -0.109 -0.317
C 3.895 -1.147 -0.461
C 3.576 -2.355 -1.059
C 2.256 -2.563 -1.588
C 1.850 -3.734 -2.279
C 0.567 -3.789 -2.750
C -0.289 -2.696 -2.552
N -0.009 -1.642 -1.803
C 1.289 -1.532 -1.397
H -0.021 1.685 6.075
H 0.432 3.387 6.080
H 1.681 2.179 6.049
H -1.211 1.392 3.960
H -1.261 1.509 1.490
H 2.556 3.418 1.477
H 2.526 3.468 3.951
H 3.280 0.811 0.137
H 4.907 -1.006 -0.113
H 4.301 -3.159 -1.151
H 2.545 -4.556 -2.437
H 0.196 -4.625 -3.314
H -1.266 -2.684 -3.014
C -3.850 -0.516 1.790
C -3.032 -1.807 1.732
C -2.038 -1.613 0.595
O -2.618 -0.558 -0.265
C -3.880 -0.080 0.336
H -3.377 0.260 2.415
H -4.845 -0.668 2.217
H -3.697 -2.649 1.518
H -2.541 -2.040 2.679
H -1.894 -2.503 -0.014
H -1.066 -1.231 0.948
H -4.683 -0.586 -0.218
H -3.940 1.014 0.183
C -0.043 1.275 -5.541
C -0.248 0.213 -4.478
O 0.489 -0.785 -4.573
O -1.199 0.479 -3.642
H 0.681 0.911 -6.265
H 0.327 2.184 -5.050
H -0.993 1.525 -6.019
```

Calculated values
strongest force on any atom = 3.50 eV/Å
LUMO energy (alpha / beta) = -0.1057 / -0.2824 Eh
HOMO energy (alpha / beta) = -10.587 / -10.350 eV
total charge = +1
relative energy (zero: lowest compared OMol25 entry of this formula, charge and spin) = 114.9 kJ/mol
multiplicity = 6
energy = -81636.525 eV
frontier orbital gap (alpha / beta) = 7.71 / 2.67 eV
expectation value of S² = 8.768

(3)
The following is a quantum chemistry calculation of a structure of composition C22H24IrN5O2 at a distorted geometry, from OMol25.

```
54
Properties=species:S:1:pos:R:3
Ir 0.854 -1.015 0.271
C 3.691 -1.312 -0.971
N 2.845 -1.319 0.244
C 3.386 -1.555 1.417
C 2.530 -1.460 2.503
C 2.619 -1.657 3.886
C 1.343 -1.409 4.399
C 0.524 -1.066 3.334
N 1.250 -1.096 2.175
C 3.320 -0.169 -1.885
C 2.042 -0.108 -2.447
C 1.673 0.958 -3.258
C 2.580 1.983 -3.514
C 3.852 1.925 -2.963
C 4.221 0.851 -2.158
H 3.553 -2.253 -1.510
H 4.736 -1.253 -0.670
H 4.443 -1.775 1.520
H 3.503 -1.957 4.427
H 1.032 -1.470 5.428
H -0.522 -0.810 3.347
H 1.372 -0.960 -2.377
H 0.700 0.958 -3.735
H 2.312 2.797 -4.174
H 4.567 2.711 -3.167
H 5.225 0.808 -1.753
N -2.147 3.703 0.344
C -0.741 3.175 0.234
C -0.765 1.648 0.169
N 0.595 1.096 0.102
H -2.153 4.725 0.403
H -2.613 3.345 1.183
H -2.713 3.441 -0.466
H -0.191 3.518 1.110
H -0.285 3.611 -0.654
H -1.321 1.312 -0.708
H -1.249 1.251 1.058
H 1.143 1.419 0.897
H 1.080 1.363 -0.759
O -2.417 -0.312 2.582
C -2.379 -0.844 1.497
N -1.232 -1.024 0.711
C -1.606 -1.518 -0.493
O -0.706 -1.653 -1.343
C -3.063 -1.726 -0.567
C -3.901 -2.162 -1.569
C -5.264 -2.219 -1.273
C -5.743 -1.841 -0.023
C -4.885 -1.367 0.972
C -3.542 -1.327 0.676
H -3.525 -2.436 -2.546
H -5.960 -2.564 -2.025
H -6.803 -1.915 0.182
H -5.263 -1.050 1.935
```

Calculated values
strongest force on any atom = 3.55 eV/Å
LUMO energy (alpha / beta) = -0.2727 / -0.2726 Eh
HOMO energy (alpha / beta) = -13.639 / -13.640 eV
total charge = +2
relative energy (zero: lowest compared OMol25 entry of this formula, charge and spin) = 207.6 kJ/mol
multiplicity = 1
energy = -37572.807 eV
frontier orbital gap (alpha / beta) = 6.22 / 6.22 eV

(4)
The following is a quantum chemistry calculation of the molecule C22H24N2O2, from OMol25.

```
50
Properties=species:S:1:pos:R:3
C 6.338 -0.289 -1.333
O 5.449 -0.776 -2.306
C 4.166 -1.054 -1.934
C 3.658 -0.907 -0.648
C 2.336 -1.218 -0.388
C 1.497 -1.680 -1.396
N 0.173 -1.981 -1.067
C -0.879 -2.243 -1.880
O -0.842 -2.347 -3.087
C -2.167 -2.470 -1.075
C -2.158 -3.944 -0.661
N -2.197 -1.562 0.069
C -3.263 -1.851 1.010
C -2.286 -0.175 -0.377
C -1.902 0.797 0.707
C -0.919 0.451 1.655
C -0.529 1.335 2.619
C -1.097 2.624 2.691
C -0.714 3.564 3.669
C -1.290 4.803 3.709
C -2.275 5.156 2.773
C -2.668 4.266 1.813
C -2.092 2.980 1.744
C -2.475 2.040 0.766
C 2.006 -1.830 -2.684
C 3.322 -1.519 -2.944
H 7.284 -0.132 -1.850
H 6.486 -1.012 -0.524
H 5.994 0.662 -0.913
H 4.277 -0.549 0.160
H 1.952 -1.095 0.615
H -0.084 -1.859 -0.093
H -3.019 -2.300 -1.756
H -1.397 -4.120 0.097
H -3.125 -4.255 -0.276
H -1.928 -4.552 -1.533
H -3.276 -1.070 1.769
H -3.075 -2.802 1.504
H -4.252 -1.885 0.529
H -3.298 0.063 -0.747
H -1.597 -0.038 -1.218
H -0.489 -0.539 1.617
H 0.224 1.059 3.343
H 0.044 3.286 4.387
H -0.992 5.519 4.460
H -2.719 6.140 2.819
H -3.425 4.535 1.091
H -3.234 2.322 0.049
H 1.362 -2.183 -3.472
H 3.728 -1.629 -3.937
```

Calculated values
strongest force on any atom = 0.43 eV/Å
LUMO energy = 0.0195 Eh
HOMO energy = -7.843 eV
relative energy (zero: lowest compared OMol25 entry of this formula, charge and spin) = 135.8 kJ/mol
multiplicity = 1
SMILES = COc1ccc(NC(=O)[C@@H](C)N(C)Cc2ccc3ccccc3c2)cc1
energy = -30279.256 eV
frontier orbital gap = 8.37 eV

(5)
The following is a quantum chemistry calculation of a structure of composition C22H24N2O2Os at a distorted geometry, from OMol25.

```
51
Properties=species:S:1:pos:R:3
C -0.872 0.985 -1.983
C 0.534 0.755 -2.220
C 1.274 1.499 -1.239
C 0.347 2.170 -0.392
C -0.978 1.861 -0.834
Os -0.176 -0.089 -0.275
N -1.697 -0.637 0.312
C -0.016 -2.258 -0.074
C 1.038 -1.767 -0.890
H 2.353 1.555 -1.141
H 0.961 0.128 -2.995
H 0.602 2.793 0.461
H -1.888 2.212 -0.361
H -1.697 0.574 -2.554
H 0.920 -1.860 -1.975
H -0.826 -2.794 -0.572
H -2.448 -0.921 0.957
H 2.031 -1.654 -0.449
H 0.184 -2.602 0.940
C 4.478 0.708 4.228
C 3.400 -0.308 3.959
C 3.673 -1.399 3.147
C 2.702 -2.367 2.891
C 1.438 -2.213 3.435
C 1.122 -1.075 4.194
N -0.175 -0.990 4.663
C -1.000 0.113 4.880
C -1.917 0.038 5.950
C -2.654 1.140 6.348
C -2.505 2.349 5.656
C -1.653 2.415 4.550
C -0.938 1.296 4.097
C -0.170 1.421 2.771
O 0.044 2.604 2.463
O 0.142 0.377 2.098
C 2.129 -0.144 4.521
C 1.910 0.986 5.468
H 4.188 1.708 3.886
H 4.717 0.780 5.296
H 5.376 0.401 3.690
H 4.674 -1.478 2.718
H 2.918 -3.227 2.261
H 0.633 -2.941 3.276
H -0.657 -1.888 4.787
H -1.997 -0.928 6.469
H -3.335 1.050 7.197
H -3.050 3.235 5.972
H -1.503 3.360 4.020
H 1.981 1.952 4.934
H 0.941 0.933 5.971
H 2.677 0.972 6.262
```

Calculated values
strongest force on any atom = 7.70 eV/Å
LUMO energy (alpha / beta) = 0.0036 / -0.1284 Eh
HOMO energy (alpha / beta) = -3.823 / -5.850 eV
relative energy (zero: lowest compared OMol25 entry of this formula, charge and spin) = 137.5 kJ/mol
multiplicity = 5
energy = -32738.208 eV
frontier orbital gap (alpha / beta) = 3.92 / 2.36 eV
expectation value of S² = 6.055

(6)
The following is a quantum chemistry calculation of the molecule C22H24N4O4S2 at a distorted geometry, from OMol25.

```
56
Properties=species:S:1:pos:R:3
C -0.868 3.917 9.499
O 0.058 4.017 8.446
C -0.199 3.352 7.290
C -1.314 2.563 7.049
C -1.482 1.926 5.833
C -0.534 2.067 4.827
C -0.680 1.419 3.543
N -1.683 0.664 3.311
N -1.904 0.028 2.155
C -1.264 -0.003 0.959
N -1.730 -0.716 -0.012
C -0.974 -0.618 -1.144
C -1.376 -1.359 -2.332
C -2.478 -2.216 -2.264
C -2.895 -2.930 -3.371
C -2.216 -2.805 -4.575
C -1.127 -1.957 -4.638
S -0.211 -1.761 -6.163
O -0.038 -0.363 -6.433
O -0.814 -2.576 -7.182
N 1.290 -2.362 -5.662
C 2.395 -1.914 -6.491
C 2.437 -2.887 -7.678
C 1.814 -4.183 -7.127
C 1.333 -3.811 -5.711
C -0.699 -1.237 -3.545
C 0.115 0.198 -1.028
S 0.211 0.879 0.552
C 0.595 2.863 5.063
C 0.775 3.501 6.273
O 1.837 4.288 6.596
C 2.846 4.474 5.635
H -0.459 4.523 10.306
H -1.849 4.312 9.212
H -0.979 2.884 9.842
H -2.066 2.439 7.812
H -2.350 1.314 5.650
H 0.109 1.622 2.818
H -2.748 -0.533 2.175
H -2.999 -2.302 -1.323
H -3.750 -3.585 -3.300
H -2.516 -3.339 -5.462
H 2.215 -0.881 -6.781
H 3.310 -1.973 -5.894
H 3.452 -3.035 -8.040
H 1.827 -2.495 -8.490
H 0.967 -4.485 -7.737
H 2.533 -5.000 -7.091
H 0.343 -4.204 -5.483
H 2.038 -4.154 -4.948
H 0.150 -0.586 -3.666
H 0.861 0.444 -1.753
H 1.326 2.967 4.276
H 3.583 5.123 6.106
H 2.460 4.960 4.733
H 3.322 3.527 5.361
```

Calculated values
strongest force on any atom = 1.21 eV/Å
LUMO energy = 0.0128 Eh
HOMO energy = -7.570 eV
relative energy (zero: lowest compared OMol25 entry of this formula, charge and spin) = 327.0 kJ/mol
multiplicity = 1
SMILES = COc1ccc(/C=N/Nc2nc(-c3cccc(S(=O)(=O)N4CCCC4)c3)cs2)cc1OC
energy = -59022.283 eV
frontier orbital gap = 7.92 eV

(7)
The following is a quantum chemistry calculation of a structure of composition C22H25BF4NOPr at a distorted geometry, from OMol25.

```
55
Properties=species:S:1:pos:R:3
C -1.413 2.309 -2.299
C -0.341 1.402 -2.420
C -0.745 0.155 -1.896
H 0.579 1.582 -2.943
C -2.079 0.296 -1.389
C -2.493 1.637 -1.672
H -2.713 -0.524 -1.023
C 1.612 3.600 0.872
C 1.817 3.103 -0.457
C 2.155 1.724 -0.360
H 1.834 3.694 -1.375
C 2.236 1.381 1.020
C 1.856 2.540 1.785
H -0.212 -0.795 -2.021
H -3.508 2.034 -1.522
H -1.475 3.285 -2.754
H 1.868 2.595 2.874
H 2.440 1.061 -1.183
H 1.421 4.646 1.144
Pr -0.890 1.815 0.453
C 2.102 -0.060 1.548
C 2.463 -0.107 3.033
C 2.968 -0.996 0.751
H 3.460 0.353 3.156
H 2.523 -1.156 3.360
H 1.758 0.427 3.692
H 4.005 -0.610 0.813
H 2.640 -1.072 -0.296
H 2.899 -1.988 1.220
C 0.555 -0.278 1.368
C -0.547 -1.055 2.079
H 0.369 -0.322 0.246
H 0.429 0.738 1.877
O -1.547 -0.270 2.486
N -0.532 -2.427 1.854
C -1.588 -2.882 0.867
H -0.467 -3.037 2.676
C -1.109 -3.226 -0.527
C -2.062 -3.308 -1.541
H -3.093 -3.127 -1.268
C -1.696 -3.598 -2.842
H -2.455 -3.645 -3.602
C -0.353 -3.822 -3.154
H -0.062 -4.050 -4.185
C 0.618 -3.756 -2.144
H 1.672 -3.943 -2.391
C 0.246 -3.449 -0.817
H 1.008 -3.407 -0.022
H -2.305 -2.053 0.775
H -2.164 -3.727 1.284
F -2.264 3.165 1.713
B -2.386 4.603 0.948
F -3.612 4.551 0.312
F -2.170 5.537 1.918
F -1.253 4.457 -0.022
```

Calculated values
strongest force on any atom = 6.21 eV/Å
LUMO energy (alpha / beta) = -0.0353 / -0.0350 Eh
HOMO energy (alpha / beta) = -7.715 / -7.738 eV
multiplicity = 3
energy = -52377.339 eV
frontier orbital gap (alpha / beta) = 6.76 / 6.79 eV
expectation value of S² = 2.004

(8)
The following is a quantum chemistry calculation of a structure of composition C22H25ClN2OPPbS at a distorted geometry, from OMol25.

```
54
Properties=species:S:1:pos:R:3
Pb -0.336 -0.057 -0.212
Cl -1.252 -2.428 -0.119
C 2.133 -0.805 0.051
O 3.106 -1.373 0.275
P -0.044 0.079 -2.677
C 0.547 1.683 -3.152
C 1.006 -1.227 -3.269
C -1.743 -0.224 -3.158
C 0.411 -2.473 -3.530
C 1.170 -3.470 -4.129
C 2.537 -3.236 -4.340
C 3.158 -2.048 -3.949
C 2.404 -1.033 -3.363
H -0.658 -2.624 -3.323
H 0.676 -4.395 -4.444
H 3.130 -4.019 -4.819
H 4.233 -1.880 -4.114
H 2.848 -0.088 -3.029
C 1.346 2.507 -2.345
C 1.806 3.701 -2.870
C 1.455 4.056 -4.184
C 0.641 3.248 -4.976
C 0.157 2.043 -4.458
H 1.634 2.220 -1.317
H 2.449 4.345 -2.266
H 1.825 4.987 -4.608
H 0.343 3.493 -5.998
H -0.485 1.394 -5.033
C -1.853 -0.507 -4.535
C -3.123 -0.680 -5.080
C -4.243 -0.640 -4.250
C -4.128 -0.423 -2.866
C -2.876 -0.227 -2.322
H -0.953 -0.568 -5.153
H -3.180 -0.840 -6.163
H -5.228 -0.781 -4.690
H -5.016 -0.411 -2.221
H -2.807 -0.111 -1.226
H 0.436 1.726 0.040
H -1.641 1.099 -0.082
C 1.243 -0.997 5.731
N 1.170 -0.257 4.492
C -0.002 0.000 3.852
S 0.093 -0.025 2.193
N -1.149 0.274 4.472
C -1.242 0.995 5.729
H 0.216 -1.080 6.189
H 1.920 -0.408 6.397
H 1.688 -2.024 5.599
H 1.866 -0.512 3.803
H -1.863 0.504 3.783
H -1.687 2.021 5.608
H -1.916 0.397 6.392
H -0.214 1.075 6.191
```

Calculated values
strongest force on any atom = 4.54 eV/Å
LUMO energy (alpha / beta) = -0.4598 / -0.5012 Eh
HOMO energy (alpha / beta) = -17.744 / -17.780 eV
total charge = +3
multiplicity = 1
energy = -66106.545 eV
frontier orbital gap (alpha / beta) = 5.23 / 4.14 eV

(9)
The following is a quantum chemistry calculation of the molecule C22H25ClN4O4, from OMol25.

```
56
Properties=species:S:1:pos:R:3
O 0.971 1.174 2.247
C 1.494 1.923 1.449
C 1.003 3.360 1.227
N -0.169 3.512 0.391
C -1.453 3.176 0.981
C -1.838 1.696 0.836
N -1.757 1.223 -0.543
C -2.875 1.645 -1.365
C -4.117 0.792 -1.090
O -5.236 1.184 -1.336
N -3.785 -0.422 -0.587
C -4.599 -1.474 -0.195
C -5.983 -1.464 -0.356
C -6.743 -2.545 0.050
C -6.142 -3.654 0.621
C -4.768 -3.682 0.789
C -4.007 -2.601 0.385
Cl -2.282 -2.646 0.606
C -0.442 1.515 -1.087
C -0.068 3.002 -0.964
N 2.542 1.587 0.646
C 3.222 0.365 0.548
C 2.822 -0.784 1.225
C 3.554 -1.946 1.092
C 4.681 -1.996 0.283
C 5.058 -0.855 -0.432
C 4.333 0.317 -0.287
O 6.131 -0.848 -1.287
C 6.597 -2.141 -1.606
C 6.678 -3.000 -0.345
O 5.394 -3.167 0.213
H 0.758 3.777 2.207
H 1.802 3.967 0.785
H -1.441 3.448 2.037
H -2.202 3.801 0.480
H -2.856 1.545 1.201
H -1.160 1.083 1.435
H -2.619 1.492 -2.418
H -3.163 2.699 -1.247
H -2.786 -0.540 -0.415
H -6.444 -0.598 -0.799
H -7.813 -2.518 -0.082
H -6.736 -4.497 0.937
H -4.284 -4.538 1.234
H -0.414 1.208 -2.136
H 0.273 0.899 -0.534
H 0.943 3.171 -1.340
H -0.759 3.591 -1.579
H 2.918 2.313 0.053
H 1.956 -0.757 1.863
H 3.268 -2.840 1.622
H 4.656 1.186 -0.840
H 7.579 -2.012 -2.064
H 5.914 -2.617 -2.323
H 7.052 -3.999 -0.569
H 7.342 -2.511 0.382
```

Calculated values
strongest force on any atom = 0.60 eV/Å
LUMO energy = 0.0200 Eh
HOMO energy = -8.009 eV
relative energy (zero: lowest compared OMol25 entry of this formula, charge and spin) = 0.0 kJ/mol
multiplicity = 1
SMILES = O=C(CN1CCN(CC(=O)Nc2ccccc2Cl)CC1)Nc1ccc2c(c1)OCCO2
energy = -49893.037 eV
frontier orbital gap = 8.55 eV